# 1
{"formula": "C21H24N2OP2SW", "method": "the ωB97M-V functional and the def2-TZVPD basis", "max_force_ev_per_a": 7.30, "total_charge": 2, "relative_energy_kcal_mol": 22.7, "s2": 2.37, "gap_ha": [0.2122, 0.2167], "homo_ha": [-0.5334, -0.5442], "spin_multiplicity": 3, "symbols": ["C", "C", "C", "C", "C", "C", "C", "C", "C", "C", "C", "C", "C", "H", "H", "H", "H", "H", "H", "H", "N", "W", "C", "H", "H", "C", "H", "H", "P", "P", "C", "H", "H", "H", "C", "H", "H", "H", "C", "H", "H", "H", "C", "H", "H", "H", "C", "O", "H", "S", "C", "N"], "coordinates": [[-1.502982, 3.242113, -3.797140], [-1.261623, 2.014032, -3.186600], [0.081273, 1.593378, -2.993716], [1.143254, 2.395460, -3.455321], [0.872092, 3.693359, -3.880210], [-0.442425, 4.100653, -4.094749], [2.535403, 1.843321, -3.593535], [2.560152, 0.345947, -3.455307], [1.425286, -0.369690, -3.036212], [1.386767, -1.783591, -3.117875], [2.535519, -2.451710, -3.556911], [3.715785, -1.741750, -3.810798], [3.741336, -0.352633, -3.719281], [-2.533962, 3.533909, -4.013677], [1.707817, 4.360883, -4.099974], [-0.643701, 5.086951, -4.503424], [2.893613, 2.090998, -4.611724], [2.504716, -3.540756, -3.678012], [4.619150, -2.282391, -4.097909], [4.661985, 0.209437, -3.888544], [0.387805, 0.351337, -2.393612], [-0.292143, -0.250306, -0.560164], [-2.412123, 1.124504, -2.741190], [-2.389752, 0.149030, -3.249325], [-3.381443, 1.607668, -2.940943], [0.137726, -2.548977, -2.711142], [-0.756218, -2.199627, -3.250459], [0.269829, -3.623769, -2.914442], [-2.393157, 0.820626, -0.935668], [-0.244301, -2.490857, -0.902592], [1.160611, -3.327131, -0.154885], [0.982303, -3.395225, 0.926309], [1.229673, -4.329817, -0.601028], [2.088112, -2.769640, -0.326612], [-1.696375, -3.519688, -0.633604], [-1.453874, -4.557495, -0.907232], [-1.973282, -3.474862, 0.428993], [-2.542825, -3.163562, -1.235937], [-2.337592, 2.480950, -0.217088], [-3.307623, 2.965939, -0.389555], [-2.128349, 2.416839, 0.857114], [-1.546649, 3.069485, -0.697417], [-3.936647, 0.057422, -0.405808], [-3.980833, 0.049117, 0.691779], [-4.779721, 0.638134, -0.807815], [-3.993657, -0.976371, -0.770521], [1.722584, -0.266441, -0.124566], [2.890872, -0.304764, -0.010073], [3.257162, 2.349589, -2.954430], [-0.835801, -0.106033, 1.740374], [0.636707, 0.430306, 2.379260], [1.619324, 0.805401, 2.906897]], "forces_ev_per_a": [[-0.1, -0.3, 0.3], [0.1, -0.2, 0.4], [-0.1, 0.7, -0.4], [0.0, 0.2, 0.0], [-0.3, 0.0, -0.3], [0.3, 0.0, 0.2], [-0.3, -0.1, -0.1], [0.6, 0.0, 0.2], [0.6, -0.1, 0.2], [0.2, 0.0, 0.4], [-0.5, 0.1, 0.2], [0.1, 0.1, 0.0], [-0.3, -0.3, -0.3], [0.4, 0.0, 0.1], [-0.3, -0.2, -0.1], [0.0, -0.2, 0.1], [-0.2, -0.2, 0.3], [0.1, 0.5, 0.0], [-0.3, 0.1, 0.1], [-0.3, -0.2, -0.1], [-0.8, -0.6, -0.4], [0.5, 2.7, 0.1], [-0.5, 0.1, -0.1], [-0.1, 0.2, 0.0], [0.3, -0.1, -0.3], [-0.1, -0.6, 0.0], [0.2, -0.1, 0.1], [0.0, 0.3, -0.3], [-1.1, 0.9, -0.6], [0.6, -2.4, -1.7], [0.0, -0.2, 0.4], [0.2, -0.1, -0.2], [0.1, 0.2, 0.2], [-0.2, -0.3, -0.1], [-0.3, 0.0, 0.2], [-0.1, 0.3, 0.1], [0.0, -0.1, -0.3], [0.2, -0.1, 0.1], [0.0, 0.1, 0.2], [0.2, 0.0, 0.1], [-0.2, 0.1, -0.2], [-0.2, -0.1, 0.1], [-0.3, -0.1, -0.1], [0.0, 0.0, -0.3], [0.2, -0.2, 0.2], [-0.1, 0.3, 0.1], [7.2, -0.5, 0.8], [-5.5, 0.4, -0.5], [0.0, -0.1, 0.4], [-0.1, 0.2, 0.4], [2.2, 0.7, 1.7], [-2.2, -0.8, -1.4]]}



# 2
{"formula": "H4NOPS2", "method": "the ωB97M-V functional and the def2-TZVPD basis", "max_force_ev_per_a": 4.34, "total_charge": 0, "relative_energy_kcal_mol": 25.4, "gap_ha": 0.3662, "homo_ha": -0.3545, "smiles": "NP(=O)(S)S", "spin_multiplicity": 1, "symbols": ["N", "P", "O", "S", "S", "H", "H", "H", "H"], "coordinates": [[0.373415, -0.875525, -1.143915], [-0.112381, 0.119709, 0.125795], [-1.064507, 1.195678, -0.277367], [-1.391416, -0.831081, 1.608545], [1.784550, 0.755919, 0.856189], [-0.421411, -1.330723, -1.619151], [1.409625, -1.366402, -1.150683], [-2.014945, 0.376188, 1.058106], [1.437070, 1.956237, 0.542481]], "forces_ev_per_a": [[2.3, -1.1, 0.6], [-0.3, -0.6, -0.3], [1.0, 0.1, -0.4], [0.3, 1.9, -1.5], [-0.3, -1.7, 0.4], [1.0, 0.0, 0.3], [-4.0, 1.6, 0.0], [0.2, -1.8, 1.3], [-0.3, 1.6, -0.4]]}



# 3
{"formula": "C4H13NO", "method": "the ωB97M-V functional and the def2-TZVPD basis", "max_force_ev_per_a": 1.16, "total_charge": 0, "relative_energy_kcal_mol": 9.3, "gap_ha": 0.3502, "homo_ha": -0.3271, "smiles": "CC[C@@H](C)N.O", "spin_multiplicity": 1, "symbols": ["C", "C", "C", "C", "N", "H", "H", "H", "H", "H", "H", "H", "H", "H", "H", "H", "O", "H", "H"], "coordinates": [[-0.681849, 0.415678, 1.840941], [-0.677208, 0.814009, 0.364088], [-0.654445, -0.263926, -0.752361], [-1.493813, 0.224056, -1.919878], [0.711890, -0.540766, -1.251309], [-1.270594, -0.484563, 2.014535], [-0.993054, 1.213431, 2.507503], [0.341871, 0.141177, 2.114354], [-1.481038, 1.528513, 0.142285], [0.179319, 1.464776, 0.159477], [-0.998294, -1.233442, -0.383543], [-1.130995, 1.209214, -2.218201], [-2.566050, 0.221158, -1.736139], [-1.322662, -0.438501, -2.775139], [1.167864, 0.315763, -1.502153], [1.230030, -0.882048, -0.449060], [2.926896, -1.169764, 0.980498], [3.603392, -1.859976, 1.074537], [3.108739, -0.674791, 1.789565]], "forces_ev_per_a": [[0.8, -0.7, -0.5], [-0.3, 1.0, -0.4], [0.5, 0.4, 0.1], [0.3, -0.7, -0.6], [-0.5, -0.6, 0.7], [-0.3, 0.1, 0.1], [-0.2, 0.1, 0.0], [-0.1, 0.0, 0.2], [-0.4, -0.4, 0.3], [0.3, -0.1, 0.2], [-0.3, 0.1, 0.1], [-0.3, 0.2, 0.0], [0.0, 0.3, 0.2], [0.0, 0.1, 0.1], [0.2, 0.6, -0.2], [0.3, -0.1, -0.1], [0.7, -0.3, 0.6], [-0.4, 0.0, -0.5], [-0.4, 0.3, -0.1]]}



# 4
{"formula": "C5H12N2", "method": "the ωB97M-V functional and the def2-TZVPD basis", "max_force_ev_per_a": 3.09, "total_charge": 2, "relative_energy_kcal_mol": 20.8, "gap_ha": 0.3769, "homo_ha": -0.6823, "smiles": "C=[NH+]/C=C/CC[NH3+]", "spin_multiplicity": 1, "symbols": ["C", "N", "C", "C", "C", "C", "N", "H", "H", "H", "H", "H", "H", "H", "H", "H", "H", "H", "H"], "coordinates": [[0.375719, 1.914127, 3.275041], [-0.227540, 1.310575, 2.327166], [0.308630, 0.936381, 0.994509], [0.421125, -0.342912, 0.666017], [0.845381, -0.666490, -0.723852], [-0.272223, -0.464068, -1.788831], [-0.936224, -1.664741, -2.370239], [-0.034748, 1.951905, 4.268960], [1.193931, 2.592047, 3.029854], [-1.009685, 0.672929, 2.472173], [0.395572, 1.850711, 0.430536], [0.169596, -1.162554, 1.336132], [1.447000, -1.534596, -1.027718], [1.517425, 0.129336, -1.113094], [-1.070064, 0.215246, -1.418938], [0.114948, 0.149926, -2.636629], [-0.294843, -2.239058, -2.944259], [-1.343692, -2.306143, -1.687088], [-1.600299, -1.342617, -3.089731]], "forces_ev_per_a": [[-0.5, 1.3, -0.8], [0.5, -2.5, -0.4], [-0.6, 1.1, 1.1], [0.1, 0.0, -0.1], [0.4, 1.2, -2.8], [-0.2, 1.8, -0.1], [0.6, -0.4, -1.2], [-0.2, -0.2, 0.3], [0.3, -0.5, 0.0], [-0.2, 0.5, 1.0], [0.7, -0.3, -0.7], [0.1, 0.3, 0.2], [-0.4, -0.3, 1.1], [-0.1, -0.2, 0.9], [0.3, -0.8, 0.1], [-0.1, -1.0, 0.3], [0.1, 0.2, 0.5], [-0.4, 0.2, -0.1], [-0.4, -0.3, 0.6]]}



# 5
{"formula": "C5H10FP", "method": "the ωB97M-V functional and the def2-TZVPD basis", "max_force_ev_per_a": 4.22, "total_charge": 0, "relative_energy_kcal_mol": 34.4, "s2": 2.04, "gap_ha": [0.3011, 0.2138], "homo_ha": [-0.2655, -0.3565], "spin_multiplicity": 3, "symbols": ["C", "C", "C", "C", "C", "F", "P", "H", "H", "H", "H", "H", "H", "H", "H", "H", "H"], "coordinates": [[0.482828, 2.035997, 0.580649], [-0.268280, 0.985170, 0.959588], [1.498712, -0.940727, -0.533247], [0.210481, -0.431588, -1.248896], [-0.608309, -0.089752, -0.018400], [-2.339316, 0.962862, -1.089676], [-1.909757, -1.246365, 0.497338], [0.915077, 2.576122, 1.299170], [0.566663, 2.332357, -0.430643], [-0.478206, 0.788286, 2.005712], [2.172773, -0.232156, -0.197713], [1.284522, -1.701913, 0.200652], [2.063762, -1.440912, -1.345364], [-0.366828, -1.338403, -1.822025], [0.445712, 0.473777, -1.855428], [-2.389392, -0.564639, 1.591011], [-1.280444, -2.168116, 1.407278]], "forces_ev_per_a": [[-1.9, -2.0, -1.1], [0.2, -1.8, -2.2], [-0.3, -2.4, -3.5], [-0.9, -0.9, 1.3], [-0.5, 0.4, 2.0], [-0.8, -0.1, -0.3], [1.0, 0.8, -0.3], [1.5, 2.5, 2.5], [0.4, 0.0, -0.9], [0.0, 0.1, -0.1], [0.7, 1.8, 1.0], [-0.1, 0.0, 0.4], [0.1, -0.2, 0.4], [1.7, 2.5, 1.0], [-0.4, -0.9, 0.0], [-0.6, 0.6, 0.4], [0.0, -0.3, -0.7]]}